# C18H20Cl2N2O5S

C18H20Cl2N2O5S in the gas phase (the ωB97M-V functional and the def2-TZVPD basis, the Open Molecules 2025 dataset).

Geometry as ORCA input:
```
! wB97M-V def2-TZVPD RIJCOSX def2/J DEFGRID3
* xyz 0 1
O -2.55 -2.57 -1.08
C -1.75 -2.05 -0.32
N -2.05 -1.40 0.82
H -1.27 -1.05 1.36
C -3.34 -1.38 1.49
C -4.58 -1.22 0.57
N -4.80 0.01 -0.13
C -4.88 1.24 0.62
C -3.56 2.02 0.64
H -3.70 3.01 1.09
O -3.09 2.26 -0.67
C -2.90 1.04 -1.37
C -4.19 0.22 -1.42
H -3.99 -0.75 -1.89
H -4.92 0.76 -2.04
H -2.58 1.32 -2.37
H -2.10 0.46 -0.88
H -2.79 1.47 1.21
H -5.21 1.03 1.64
H -5.64 1.88 0.14
H -5.44 -1.37 1.23
H -4.56 -2.02 -0.17
H -3.31 -0.57 2.22
H -3.48 -2.32 2.04
C -0.30 -2.05 -0.62
C 0.35 -2.32 -1.80
C 1.73 -2.25 -1.52
C 1.84 -1.97 -0.18
C 3.00 -1.77 0.69
H 3.94 -1.90 0.17
H 2.96 -2.39 1.59
S 2.91 -0.05 1.37
O 4.23 0.52 1.45
O 2.16 -0.11 2.59
C 1.99 0.88 0.11
C 2.59 1.06 -1.13
C 1.99 1.80 -2.13
C 0.76 2.39 -1.89
C 0.13 2.23 -0.66
C 0.75 1.47 0.32
Cl -0.07 1.26 1.82
H -0.83 2.68 -0.48
H 0.28 2.98 -2.65
H 2.48 1.92 -3.09
Cl 4.12 0.34 -1.45
O 0.61 -1.84 0.36
H 2.54 -2.41 -2.20
H -0.12 -2.53 -2.74
*
```

Output
Energy (eV): -68087.000
HOMO energy (eV): -7.99

# C18H20Cl3N4O2PtSSi

A molecular structure, C18H20Cl3N4O2PtSSi (the ωB97M-V functional and the def2-TZVPD basis, the Open Molecules 2025 dataset).

Geometry as ORCA input:
```
! wB97M-V def2-TZVPD RIJCOSX def2/J DEFGRID3
* xyz -1 1
Pt -0.27 0.95 0.04
C 1.31 -0.07 3.97
C 0.44 -0.14 2.74
O 0.89 0.54 1.74
C -0.71 -0.90 2.83
C -1.67 -1.19 1.82
C -2.88 -1.99 2.17
N -1.50 -0.76 0.61
N -2.52 -1.04 -0.29
C -2.34 -0.35 -1.37
O -1.36 0.50 -1.63
C -3.35 -0.53 -2.46
C -3.09 -0.01 -3.72
C -4.03 -0.13 -4.74
C -5.25 -0.75 -4.49
C -5.52 -1.27 -3.23
C -4.57 -1.16 -2.21
H 2.30 0.30 3.69
H 1.41 -1.05 4.44
H 0.87 0.62 4.70
H -0.90 -1.34 3.80
H -2.84 -2.31 3.21
H -2.97 -2.86 1.52
H -3.77 -1.39 2.01
H -2.14 0.48 -3.89
H -3.82 0.28 -5.72
H -5.99 -0.83 -5.28
H -6.47 -1.75 -3.03
H -4.76 -1.55 -1.22
C 2.15 5.21 1.20
C 1.54 4.46 0.06
C 0.81 5.03 -0.92
C 0.30 4.18 -1.96
N 0.49 2.91 -2.01
C 1.17 2.27 -0.95
S 1.93 0.71 -1.16
N 1.77 3.14 0.01
C -0.51 4.79 -3.08
H 2.01 6.28 1.08
H 3.22 5.00 1.28
H 1.67 4.90 2.14
H 0.60 6.09 -0.91
H 2.25 2.67 0.76
H -0.84 5.80 -2.83
H -1.38 4.16 -3.27
H 0.09 4.82 -3.99
Cl -2.48 4.01 -0.05
Si -1.69 2.42 1.05
Cl -3.42 1.62 1.92
Cl -0.80 3.38 2.70
*
```

Output
Energy (eV): -88580.012
HOMO energy (eV): -3.89

Asked for gap between HOMO and LUMO across the records above, the calculation gives 0.29913; 0.24180 Eh in order.
Asked for energy relative to the best compared isomer or geometry (same formula, charge and spin) across the records above, the calculation gives 77.7; 22.8 kJ/mol in order.